Record 1
Molecular formula: C16H23DyIN8S
Method: DFT, the ωB97M-V functional and the def2-TZVPD basis

Properties
HOMO (alpha / beta): -16.06 / -16.35 eV
LUMO energy (alpha / beta): -11.43 / -9.29 eV
charge: +3
HOMO-LUMO gap (alpha / beta): 4.63 / 7.05 eV
expectation value of S²: 9.761
energy relative to the best compared isomer or geometry (same formula, charge and spin): 0.0 kJ/mol
spin multiplicity: 6

Positions of all 50 atoms, in Å:
1 Dy 0.506 -0.969 -0.952
2 N 1.538 1.111 -5.068
3 C 1.125 0.493 -3.985
4 S 2.123 0.482 -2.575
5 N -0.131 -0.021 -4.099
6 N -0.526 -0.813 -3.119
7 C -1.630 -1.461 -3.346
8 C -2.084 -2.455 -2.386
9 C -3.262 -3.136 -2.606
10 C -3.605 -4.176 -1.743
11 C -2.738 -4.494 -0.721
12 C -1.574 -3.738 -0.561
13 N -1.249 -2.730 -1.357
14 H 2.479 1.472 -5.132
15 H 0.934 1.172 -5.880
16 H -2.149 -1.337 -4.293
17 H -3.891 -2.880 -3.450
18 H -4.523 -4.731 -1.888
19 H -2.946 -5.312 -0.044
20 H -0.886 -3.962 0.243
21 I -3.669 -1.621 3.539
22 C -1.764 -1.848 2.813
23 C -0.713 -2.545 3.365
24 N 0.332 -2.410 2.526
25 N 0.036 -1.660 1.453
26 C -1.241 -1.325 1.630
27 H -0.645 -3.121 4.277
28 H 1.251 -2.809 2.634
29 H -1.770 -0.714 0.908
30 C 0.888 2.781 2.874
31 C 0.537 1.474 2.120
32 N 1.103 1.460 0.752
33 C 0.594 2.643 0.017
34 C 0.985 3.967 0.717
35 N 1.754 3.611 1.962
36 C 3.006 2.854 1.602
37 C 2.575 1.567 0.858
38 H 1.449 2.603 3.787
39 H 0.013 3.376 3.117
40 H -0.543 1.364 2.059
41 H 0.926 0.615 2.658
42 H -0.489 2.568 -0.053
43 H 1.002 2.621 -0.988
44 H 0.123 4.551 1.025
45 H 1.627 4.595 0.103
46 H 2.017 4.469 2.445
47 H 3.539 2.649 2.526
48 H 3.617 3.509 0.988
49 H 2.948 0.694 1.390
50 H 3.001 1.566 -0.141

Mulliken atomic charges, in units of e: 0.772, -0.276, 0.745, -0.421, -1.053, 0.502, -0.345, 0.748, -0.668, -0.299, -0.805, -0.120, -0.152, 0.244, 0.282, 0.447, 0.428, 0.485, 0.431, 0.550, 0.251, -0.859, -0.275, -0.268, 0.096, 0.033, 0.519, 0.163, 0.637, -0.918, -0.569, 0.354, -0.339, -0.774, -0.074, -0.771, -0.445, 0.339, 0.353, 0.449, 0.418, 0.471, 0.269, 0.321, 0.386, 0.317, 0.302, 0.403, 0.516, 0.200

Record 2
Molecular formula: C16H23MgN8PS
Method: DFT, the ωB97M-V functional and the def2-TZVPD basis

Properties
HOMO: -14.66 eV
LUMO energy: -5.23 eV
charge: +2
HOMO-LUMO gap: 9.43 eV

Positions of all 50 atoms, in Å:
1 Mg -0.060 0.064 0.376
2 C 0.095 -2.481 5.055
3 N 0.017 -1.310 4.189
4 C 0.009 -0.011 4.605
5 C -0.068 0.758 3.478
6 N -0.111 -0.058 2.385
7 C -0.056 -1.314 2.837
8 P -0.035 -2.853 1.845
9 C -1.387 -2.425 0.685
10 N -1.515 -1.282 0.010
11 C -2.620 -1.412 -0.779
12 C -3.164 -2.650 -0.584
13 N -2.378 -3.278 0.337
14 C -2.595 -4.623 0.859
15 C 1.348 -2.393 0.738
16 N 1.439 -1.248 0.062
17 C 2.595 -1.303 -0.659
18 C 3.211 -2.500 -0.417
19 N 2.414 -3.178 0.460
20 C 2.686 -4.501 1.009
21 H 0.085 -2.158 6.092
22 H -0.755 -3.138 4.888
23 H 1.015 -3.033 4.873
24 H 0.061 0.263 5.644
25 H -0.089 1.831 3.394
26 H -2.947 -0.616 -1.424
27 H -4.028 -3.119 -1.022
28 H -3.520 -5.017 0.450
29 H -1.778 -5.284 0.573
30 H -2.675 -4.602 1.943
31 H 2.905 -0.491 -1.294
32 H 4.131 -2.908 -0.798
33 H 3.621 -4.868 0.599
34 H 2.774 -4.453 2.093
35 H 1.892 -5.197 0.746
36 C -0.976 2.609 -3.877
37 N -1.765 2.596 -2.662
38 C -3.215 2.811 -2.690
39 C -3.551 2.967 -1.207
40 N -2.389 2.318 -0.575
41 C -1.345 2.295 -1.446
42 S 0.265 1.953 -1.027
43 H -1.406 1.925 -4.610
44 H 0.042 2.308 -3.654
45 H -0.963 3.613 -4.302
46 H -3.702 1.940 -3.138
47 H -3.465 3.689 -3.281
48 H -4.479 2.478 -0.924
49 H -3.605 4.019 -0.924
50 H -2.201 2.520 0.393

Mulliken atomic charges, in units of e: 0.677, -0.787, 0.186, -0.367, -0.432, -0.173, 0.172, -0.353, 0.119, -0.182, -0.314, -0.507, 0.199, -0.778, 0.171, -0.069, -0.463, -0.363, 0.196, -0.759, 0.329, 0.332, 0.314, 0.434, 0.474, 0.399, 0.431, 0.326, 0.311, 0.332, 0.466, 0.428, 0.325, 0.313, 0.311, -0.918, 0.020, -0.584, -0.587, -0.060, 0.468, -0.626, 0.343, 0.274, 0.340, 0.317, 0.401, 0.309, 0.358, 0.245

Record 3
Molecular formula: C16H23N3O2S
Method: DFT, the ωB97M-V functional and the def2-TZVPD basis

Properties
HOMO: -7.84 eV
LUMO energy: 0.76 eV
SMILES string: CCCCOC[C@H](O)CCc1n[nH]c(=S)n1-c1ccccc1
HOMO-LUMO gap: 8.60 eV
energy relative to the best compared isomer or geometry (same formula, charge and spin): 167.0 kJ/mol

Positions of all 45 atoms, in Å:
1 C -0.358 3.048 -4.516
2 C 0.604 3.013 -3.333
3 C -0.102 2.676 -2.018
4 C -0.508 1.200 -1.878
5 O 0.329 0.457 -1.013
6 C 1.602 0.160 -1.537
7 C 2.342 -0.798 -0.599
8 O 3.669 -0.845 -1.078
9 C 1.715 -2.199 -0.556
10 C 0.475 -2.256 0.334
11 C 0.836 -2.086 1.766
12 N 1.946 -2.493 2.294
13 N 1.850 -2.215 3.617
14 C 0.662 -1.641 3.932
15 S 0.155 -1.160 5.413
16 N 0.005 -1.549 2.720
17 C -1.274 -0.972 2.553
18 C -2.344 -1.473 3.282
19 C -3.590 -0.888 3.151
20 C -3.768 0.188 2.299
21 C -2.695 0.687 1.579
22 C -1.441 0.116 1.706
23 H -0.848 2.087 -4.653
24 H -1.127 3.801 -4.358
25 H 0.177 3.291 -5.431
26 H 1.395 2.288 -3.529
27 H 1.073 3.995 -3.235
28 H -0.993 3.302 -1.932
29 H 0.549 2.920 -1.176
30 H -1.498 1.119 -1.423
31 H -0.539 0.714 -2.863
32 H 1.511 -0.303 -2.530
33 H 2.213 1.067 -1.637
34 H 2.323 -0.368 0.415
35 H 4.179 -1.429 -0.506
36 H 1.456 -2.507 -1.570
37 H 2.456 -2.899 -0.163
38 H -0.006 -3.233 0.220
39 H -0.237 -1.488 0.036
40 H 2.591 -2.441 4.258
41 H -2.193 -2.305 3.952
42 H -4.422 -1.274 3.721
43 H -4.742 0.644 2.201
44 H -2.829 1.536 0.926
45 H -0.600 0.512 1.157

Mulliken atomic charges, in units of e: -1.229, -0.316, -0.843, -0.550, -0.078, -0.932, 0.166, -0.591, -1.094, -0.120, 0.421, -0.619, 0.028, 0.041, -0.411, 0.341, -0.116, -0.264, -0.621, -0.510, -0.792, -0.096, 0.316, 0.308, 0.372, 0.195, 0.371, 0.448, 0.389, 0.207, 0.461, 0.410, 0.356, 0.214, 0.378, 0.340, 0.503, 0.322, 0.100, 0.179, 0.478, 0.377, 0.396, 0.409, 0.654

Record 4
Molecular formula: C16H23N3O3
Method: DFT, the ωB97M-V functional and the def2-TZVPD basis

Properties
HOMO: -7.94 eV
LUMO energy: 0.44 eV
HOMO-LUMO gap: 8.38 eV
energy relative to the best compared isomer or geometry (same formula, charge and spin): 1720.7 kJ/mol

Positions of all 45 atoms, in Å:
1 C -5.932 2.571 -0.634
2 H -6.613 3.263 -1.003
3 O -6.468 1.421 -0.575
4 C -5.800 0.221 -0.210
5 C -4.470 0.098 -0.121
6 C -3.875 -0.982 0.453
7 C -4.622 -2.208 0.717
8 C -5.919 -2.087 0.212
9 C -6.624 -0.928 -0.126
10 O -7.870 -1.029 -0.251
11 H -8.250 0.109 -0.467
12 H -6.569 -2.922 0.343
13 H -3.997 -3.168 0.723
14 C -2.373 -0.768 0.664
15 N -1.746 0.208 0.365
16 N -0.484 0.199 0.840
17 C 0.366 1.213 0.630
18 O -0.178 2.386 0.346
19 C 1.912 1.244 0.772
20 H 2.233 2.147 1.182
21 H 1.902 0.459 1.592
22 C 2.344 0.608 -0.250
23 N 3.731 0.014 -0.025
24 C 4.111 -0.975 -0.940
25 C 5.409 -1.617 -0.892
26 C 6.622 -0.790 -0.344
27 C 6.049 0.012 0.690
28 C 4.812 1.044 0.149
29 H 4.333 1.544 1.048
30 H 5.047 1.421 -0.661
31 H 5.815 -0.209 1.574
32 H 6.770 0.923 0.771
33 H 7.440 -1.308 0.070
34 H 6.816 -0.418 -1.268
35 H 5.125 -2.419 0.252
36 H 5.757 -2.289 -1.390
37 H 3.389 -1.724 -1.483
38 H 4.400 -0.475 -1.792
39 H 1.791 -0.233 -0.774
40 H 2.439 1.407 -1.099
41 H 0.131 -0.716 1.148
42 H -2.046 -1.724 1.158
43 H -4.009 1.131 -0.043
44 H -5.282 2.382 -1.485
45 H -5.614 2.964 0.137

Mulliken atomic charges, in units of e: -1.173, 0.313, -0.470, 0.631, -0.287, 0.343, -0.820, -0.697, 0.440, -0.677, 0.465, 0.395, 0.243, -0.065, -0.220, -0.073, 0.133, -0.673, -0.973, 0.542, 0.325, -0.204, 0.085, -0.411, -1.416, -0.722, -0.951, -1.004, 0.296, 0.732, 0.617, 0.290, 0.356, 0.403, 0.198, 0.836, 0.307, 0.368, 0.379, 0.166, 0.370, 0.186, 0.476, 0.453, 0.487

no.,molar mass (g/mol),E (eV)
1,648.9,-71879.991
2,414.8,-54446.434
3,321.4,-36365.718
4,305.4,-27562.517